No. 1
A 10-piece molecular cluster, C32H90N6O10 overall at a distorted geometry, computed with the ωB97M-V functional and the def2-TZVPD basis.

Structure (ORCA input):
```
! wB97M-V def2-TZVPD RIJCOSX def2/J DEFGRID3
* xyz 0 1
H -3.018 0.973 6.342
H -4.367 4.067 6.068
H -3.402 -3.888 -3.075
O 1.188 -4.435 -1.515
C -3.400 -2.163 -2.271
H -0.789 -4.996 0.081
C 4.493 -0.101 1.297
H 1.800 0.731 -1.682
H 6.398 -0.933 2.177
H 3.831 0.989 5.173
H -1.504 -0.602 5.723
H 6.244 -1.037 0.454
H 1.437 -5.465 -5.260
H -4.335 -0.419 -1.284
C -2.345 7.236 1.900
H 6.624 0.432 1.202
C -2.143 -6.770 0.380
H -0.711 -5.410 -3.177
H 3.311 0.244 7.129
H -0.914 3.743 0.307
H 1.586 -0.397 -3.461
C -4.465 -1.287 -1.931
H -0.415 0.744 -2.313
H 3.844 0.133 -2.158
H 5.144 0.037 -3.009
H -1.816 -0.076 -0.094
H 1.361 0.680 0.109
C -1.353 1.156 4.859
H 0.365 -6.064 -1.317
H 4.561 1.905 2.217
N -3.199 8.044 1.127
H -1.147 2.991 -5.025
C 3.332 0.567 -4.117
H -5.340 -1.920 -1.783
C 2.026 -3.622 -0.760
H -4.086 7.761 1.518
C -1.429 4.477 -0.313
C 0.887 -5.841 -4.397
H 1.571 -2.017 3.786
H -3.757 6.796 3.514
H -1.201 -4.590 -5.415
C -1.002 1.744 3.425
N 4.154 -0.154 -3.075
H -4.095 2.933 7.263
N -0.613 -4.019 -4.825
H -0.655 0.197 -4.571
H 3.225 1.417 1.625
H -3.541 0.709 4.657
H -2.847 -6.279 -0.291
H 3.493 1.144 -6.286
N 4.217 1.343 1.451
C -2.838 7.352 3.328
H -2.382 4.133 -0.713
H 4.067 -0.419 0.345
H -2.040 -1.694 1.922
O 2.391 -0.589 2.382
C 5.964 -0.428 1.314
C -0.302 0.355 -1.301
H -2.191 -7.859 0.422
H -2.556 -6.349 1.296
O 1.153 0.444 -5.340
H -2.135 6.863 4.003
C -0.122 -0.066 -5.485
C -0.739 -6.078 0.200
H 0.334 -6.693 -4.791
H -1.392 7.765 1.942
H -0.100 -6.350 1.039
H -0.835 4.328 -1.215
O 1.683 -0.698 6.219
H 2.366 -1.345 6.029
H 1.589 -2.645 -0.556
H -1.247 3.713 -3.455
H 1.608 -6.381 -3.782
H -3.651 -3.690 -0.568
H -1.147 -3.281 -4.391
C 0.811 3.407 -4.052
H -0.751 1.741 5.554
C -0.663 3.720 -4.375
H -3.096 7.642 0.206
H -3.138 5.419 1.264
H 2.972 -3.535 -1.294
O -1.430 5.790 0.261
H -2.521 -1.642 -2.650
O -2.440 -1.988 -0.060
H -4.852 -3.319 -2.889
H 1.159 2.475 -3.606
H -0.604 0.420 -6.333
C 2.418 0.548 6.582
H 4.243 -0.796 3.217
H -1.502 2.712 3.371
H 0.459 -1.157 2.658
C 0.872 -3.920 -2.886
H 2.324 -1.196 -4.845
H -2.911 8.393 3.641
H 3.820 -2.016 2.064
H 0.978 1.973 -0.784
H 1.316 3.203 -4.997
C 2.061 -0.225 -4.427
C 1.461 -1.562 2.802
C 2.819 1.292 5.442
H -4.784 -0.735 -2.815
H -0.857 -2.677 0.989
C 4.097 0.851 -5.427
C -2.971 -2.958 -1.003
H 2.211 1.194 4.543
H 0.352 -2.970 -2.763
C -1.912 -2.488 1.187
H 1.674 -3.489 -3.485
C -0.005 -4.816 -3.758
H 2.869 2.355 5.681
C 3.737 -0.948 2.263
H -5.304 2.596 6.044
H -1.679 5.296 2.324
O -0.790 5.050 -4.813
O -3.301 2.614 5.293
H 3.150 1.561 -3.711
C -2.148 5.815 1.487
C 1.045 0.892 -0.913
H -0.213 -0.707 -1.531
H 0.031 -0.153 5.217
O -0.377 -6.603 -1.035
H 2.325 -4.082 0.182
H 0.075 1.842 3.295
N -3.949 -3.060 -3.260
O -1.399 0.709 -0.455
H 4.744 1.694 -5.183
H 1.770 1.066 7.290
H -0.409 5.034 -5.694
H 1.589 -2.532 2.323
C -2.844 1.245 5.301
H -2.141 -3.587 -1.324
H 4.740 0.037 -5.760
H -2.435 -3.340 1.621
H -0.081 -1.153 -5.557
C -4.298 2.986 6.194
N -0.948 -0.212 4.975
H -1.460 1.034 2.737
H 1.413 4.163 -3.548
*
```

For the relative energy (zero: lowest compared OMol25 entry of this formula, charge and spin), the calculation gives 109.2 kcal/mol. The HOMO-LUMO gap comes out at 9.4 eV. As for the SMILES: COC[C@H](C)N.COC[C@H](C)N.COC[C@H](C)N.COC[C@H](C)N.COC[C@H](C)N.COC[C@H](C)N.CCO.CCO.CCO.CCO. The value obtained for the LUMO energy is 0.014 hartree. For the HOMO energy, the calculation gives -0.3328 Eh.


No. 2
A 25-piece molecular cluster, C33H116O39 overall at a distorted geometry, computed with the ωB97M-V functional and the def2-TZVPD basis.

Structure (ORCA input):
```
! wB97M-V def2-TZVPD RIJCOSX def2/J DEFGRID3
* xyz 0 1
H 3.464 -2.512 -4.260
H 1.440 -3.078 4.725
H -4.976 -2.507 -6.122
O -2.396 -3.545 -0.819
O -5.066 0.189 -1.707
C -5.044 -2.614 -5.026
H 0.132 4.253 1.676
H 0.340 0.882 -1.341
H 1.570 4.848 -0.678
C 0.572 4.148 4.321
O 2.372 0.684 -5.092
H 1.529 -2.837 -5.446
H 3.775 -0.251 -6.327
H 2.867 -4.409 5.304
O -1.126 2.800 -4.044
H -2.928 2.532 2.935
H -1.325 -1.121 -3.786
O -1.641 -2.557 3.471
H -3.039 -5.201 -1.917
H 3.937 5.506 -0.124
H 0.933 -3.334 7.643
H 0.838 6.196 1.127
C 0.432 8.183 0.807
H -1.006 -0.591 -7.756
C -2.846 1.600 2.464
O 1.178 6.964 0.619
H -3.999 -0.149 2.137
H -4.994 2.336 -2.670
H 0.127 6.148 3.655
H 0.265 3.126 4.135
H -1.097 -3.461 0.406
H 2.306 -3.036 1.554
H -2.391 -2.262 -4.068
H 0.994 -1.544 6.206
H -0.414 -1.108 -0.216
O 3.291 -3.905 -2.826
C -0.549 -0.767 -6.769
C -3.462 -4.470 -1.250
C 0.376 0.125 5.170
C 3.760 0.351 -5.420
C -0.049 5.105 3.384
C -6.168 -2.272 0.761
H 1.872 3.194 -0.132
H -4.670 0.878 3.515
H 2.508 -3.706 -2.206
O -6.582 -2.909 -3.145
C -4.156 0.865 2.476
C -0.827 0.345 -5.809
C 2.826 -2.773 0.677
H 3.504 -4.771 0.370
H -1.122 4.890 3.284
H 0.516 8.443 1.834
O -6.992 -4.158 -0.494
H 4.605 -3.914 1.365
O -3.885 1.241 -3.944
C -0.761 0.883 5.847
H -1.282 1.584 5.198
C 4.116 -1.722 6.462
H -1.340 0.030 0.903
H -0.985 1.134 2.891
O -0.363 0.992 -0.683
O 6.234 -1.339 -1.640
H -0.918 -3.294 5.345
H 5.328 3.984 0.554
O 2.043 -2.961 -0.540
H 2.236 1.641 -4.940
H -4.290 -2.348 0.118
O 4.351 -3.390 4.746
H -5.823 -2.546 -2.666
H -0.876 4.895 -3.853
H 2.276 3.337 -3.420
C 3.937 -3.801 0.500
O 0.538 4.984 2.138
H -4.783 1.338 0.690
H -2.598 1.704 1.421
C 3.072 -3.535 -4.186
H -0.609 2.045 -3.821
H 3.091 4.914 1.312
H 5.043 0.141 -1.395
O 0.828 -1.056 -6.842
C 1.593 -3.409 -4.526
H 3.727 -4.132 -4.883
H -1.924 5.205 0.166
H 5.611 -2.044 -1.362
H 3.617 3.249 -1.763
C -4.003 1.880 -2.725
H 1.297 -0.239 -6.949
C -1.825 4.181 -0.191
H 0.415 -3.243 0.730
H 4.377 1.240 -5.494
O -1.901 0.805 3.103
H -1.110 -2.953 2.762
H -1.440 4.315 -1.180
C -6.463 -2.574 -4.494
H -0.442 -4.814 6.296
H -4.688 -3.612 -4.780
H 6.942 -1.504 -1.015
C 1.015 -4.072 4.953
H -7.495 -2.201 -0.938
H 0.883 -0.964 1.841
H -3.725 1.270 -0.676
H 4.146 -3.733 -1.300
C 3.512 4.606 0.315
H 1.094 0.756 4.672
H 0.627 3.769 -5.645
H -3.828 -4.962 -0.355
H 4.738 1.322 1.605
O -1.687 -2.027 -3.474
H 5.867 -2.191 5.171
H -0.773 2.527 0.127
O 4.753 -3.539 -0.596
O 3.663 -0.600 5.687
H -3.283 2.681 -2.605
H 3.218 -1.774 0.777
H 1.940 -2.068 -0.911
C 0.782 -0.078 1.239
H 3.283 -2.387 6.655
H -3.709 1.885 -4.649
H -1.998 -3.122 -1.625
O -0.263 1.605 6.950
H 1.659 1.200 2.363
H 0.027 3.830 -2.743
C 0.925 4.075 -4.673
H 2.666 -0.520 5.939
H -1.455 0.107 6.097
C -0.181 -3.833 5.952
H 0.154 3.764 6.215
O -0.428 -3.572 1.103
O -5.121 1.477 1.587
C 2.379 4.107 -0.562
O -5.108 -1.934 -0.203
H 5.438 -3.375 6.373
C -7.324 -2.840 -0.051
H -1.022 -1.655 -6.279
H 0.963 8.824 0.147
H -4.358 -0.774 -4.535
H 3.545 0.136 3.808
H 4.722 1.270 -0.410
H -7.062 -3.364 -4.988
H -1.889 0.527 -5.632
C 5.072 -2.629 5.714
H 4.158 -0.311 -4.588
O 1.917 -0.357 -1.978
H -5.125 -0.552 -1.095
O 4.335 0.752 -1.081
H -0.536 1.315 -6.238
H 0.044 -2.637 -3.478
H -6.431 -1.293 1.218
H -2.942 0.159 -1.959
O 2.015 -4.838 5.505
H -8.333 -2.919 0.408
H 0.019 -0.557 4.403
C -3.816 0.841 -1.683
O -0.326 0.185 -4.505
O 1.980 3.182 -4.341
H 1.660 4.350 4.441
H -6.753 -4.041 -1.452
H 0.700 -4.524 3.960
H -1.774 -1.613 3.228
O 3.464 0.520 2.895
C 4.779 0.817 2.543
O 4.472 3.601 0.319
H -2.847 3.728 -0.281
H -4.190 -3.812 -1.732
C -0.280 3.951 -3.784
H 0.663 0.251 -4.635
O 0.253 -2.965 7.068
O -4.175 -1.664 -4.319
H 5.324 1.354 3.293
C -0.368 -0.084 0.289
O 2.851 3.860 -1.865
H 1.664 0.011 0.592
H 2.867 0.034 -1.897
H 1.164 -4.443 -4.636
H 5.298 -0.140 2.399
O 1.077 -0.555 6.220
H 0.177 0.938 7.454
O -1.001 3.360 0.591
H -5.821 -2.913 1.546
O -0.041 4.489 5.577
O 0.998 -2.793 -3.408
O 0.761 1.055 2.042
H -0.648 8.097 0.625
H -6.999 -1.606 -4.670
H 3.936 -2.768 4.154
H 1.751 -0.706 -2.852
H 4.530 -1.432 7.461
H 1.354 5.121 -4.658
*
```

The HOMO-LUMO gap comes out at 9.7 eV. The value obtained for the LUMO energy is 0.004 hartree. For the HOMO energy, the calculation gives -0.3532 Eh.


No. 3
C33H11F15GeNO4PdS3 as an isolated structure at a distorted geometry, computed with the ωB97M-V functional and the def2-TZVPD basis.

Structure (ORCA input):
```
! wB97M-V def2-TZVPD RIJCOSX def2/J DEFGRID3
* xyz 1 5
F 2.528 4.284 -1.166
C 5.696 -0.087 -4.185
C 5.473 -0.263 -2.832
H -2.348 -3.246 -2.387
F 2.280 1.589 -1.120
F 6.910 0.182 -4.646
C 5.478 1.941 0.446
F 6.484 1.202 0.912
C 3.481 3.539 -0.613
C 0.956 -0.456 4.147
C 4.218 -0.529 -2.310
H -3.009 -2.188 -3.639
C 1.616 -0.494 5.353
C -0.189 -2.529 4.597
O -0.885 -1.483 -1.605
H -4.242 -0.297 -3.225
C 3.169 -0.568 -3.210
F 7.299 -1.773 3.706
H -3.824 -2.312 -2.066
F 4.772 5.439 -0.121
C -3.711 0.479 -2.694
H -0.894 -3.295 4.305
S 2.388 -2.041 0.180
C -2.372 2.588 -1.446
F 7.976 -4.214 -0.265
C 0.478 -2.581 5.813
C 6.971 -2.033 2.445
H -3.970 3.822 -2.095
S -1.181 -2.379 1.427
O 0.773 2.047 3.141
F 2.305 -0.455 -5.395
F 5.216 -0.463 2.524
N -0.186 -0.035 1.889
C 5.928 -1.364 1.832
C -2.855 -2.302 -2.564
H 1.892 -1.661 7.129
H -1.826 3.380 -0.950
F 1.908 -0.736 -2.768
C 4.338 1.334 -0.048
C -2.528 0.180 -2.043
H -5.147 1.971 -3.257
C 6.265 -2.594 -0.168
C -3.556 2.823 -2.079
C 7.313 -3.286 0.414
Pd 0.608 -0.551 -0.142
O -0.735 1.115 -0.757
C 4.625 4.126 -0.090
C 7.670 -2.991 1.723
F 6.492 -0.136 -1.971
F 8.671 -3.640 2.292
F 5.887 -2.880 -1.420
C 5.624 3.322 0.436
H 2.299 0.290 5.650
S 1.042 0.697 2.795
C 3.349 -0.403 -4.571
C -4.229 1.774 -2.723
C -1.807 1.261 -1.379
C 5.582 -1.604 0.514
H 0.298 -3.412 6.482
F 4.814 -0.002 -6.360
C 4.624 -0.169 -5.063
O 2.223 0.454 1.991
C -0.463 -1.217 2.412
F 6.733 3.874 0.912
C 1.372 -1.584 6.184
C 3.372 2.166 -0.575
Ge 4.072 -0.631 -0.298
C -1.992 -1.189 -2.034
C 0.069 -1.456 3.759
*
```

For the relative energy (zero: lowest compared OMol25 entry of this formula, charge and spin), the calculation gives 18.0 kcal/mol. The HOMO-LUMO gap (spin up / spin down) comes out at 8.1 / 5.6 eV. The value obtained for the LUMO energy (spin up / spin down) is -0.133 / -0.223 hartree. For the HOMO energy (spin up / spin down), the calculation gives -0.4309 / -0.4308 Eh.


No. 4
C33H12BF15GeIrN5S as an isolated structure, computed with the ωB97M-V functional and the def2-TZVPD basis.

Structure (ORCA input):
```
! wB97M-V def2-TZVPD RIJCOSX def2/J DEFGRID3
* xyz 1 2
F -0.578 4.884 1.127
F 2.834 3.495 5.103
C -2.667 -0.490 -0.903
H -1.703 -2.988 -4.392
C 1.870 5.159 3.753
C 0.278 4.529 2.095
H 6.247 -2.422 -0.816
C -4.881 2.640 1.698
C -0.037 0.246 -6.401
C 2.903 -2.186 -1.361
C 0.408 3.189 2.420
C 5.869 -5.033 -0.495
H 1.521 -3.843 -1.338
F -1.264 -3.311 2.417
F -4.220 2.173 5.220
F 1.401 1.595 3.850
F -1.756 1.743 4.173
H -2.679 0.338 -0.220
F 0.860 6.793 2.397
H -0.054 -2.613 -3.261
B -1.065 -2.191 -3.767
C 3.527 -4.473 -0.939
C 1.045 -0.390 -1.858
C -0.506 -1.006 -6.008
C -2.531 2.144 1.998
C -3.028 -2.290 -2.102
F -2.215 -0.818 2.168
C 1.793 -1.510 1.738
F 2.567 6.090 4.381
C -3.481 -1.601 -0.981
C 0.999 5.518 2.737
C -2.777 2.061 3.362
F 2.137 0.750 1.263
F -5.899 2.914 0.892
C 4.855 -4.059 -0.793
N -1.784 -0.525 -1.920
N 6.678 -5.812 -0.257
C -0.065 0.044 1.696
H 4.499 -0.736 -1.329
C 1.286 -0.239 1.562
C 1.913 -1.235 -1.623
H 0.287 2.012 -5.066
S -0.435 2.377 -0.725
F -6.292 2.754 3.564
C -4.025 2.264 3.912
C 2.555 -3.543 -1.220
C -5.084 2.558 3.066
C 5.214 -2.715 -0.934
H 3.278 -5.519 -0.828
N -0.733 -0.993 -4.696
F 3.101 -1.746 1.647
C -0.903 -1.019 2.002
C 4.245 -1.782 -1.221
N -2.010 -1.630 -2.652
F 1.397 -3.782 2.157
C 0.002 0.986 -5.235
C -0.433 -2.312 2.146
C 1.274 2.866 3.455
H -4.299 -1.861 -0.334
C -3.613 2.433 1.183
F -3.465 2.516 -0.145
C 0.924 -2.553 2.016
Ir -0.337 0.762 -2.246
Ge -0.674 1.880 1.483
H -0.696 -1.896 -6.582
H 0.218 0.568 -7.394
C 2.009 3.829 4.120
H -3.367 -3.210 -2.546
N -0.437 0.222 -4.214
*
```

For the relative energy (zero: lowest compared OMol25 entry of this formula, charge and spin), the calculation gives 11.0 kcal/mol. The HOMO-LUMO gap (spin up / spin down) comes out at 7.1 / 5.4 eV. The value obtained for the LUMO energy (spin up / spin down) is -0.180 / -0.244 hartree. For the HOMO energy (spin up / spin down), the calculation gives -0.4394 / -0.4441 Eh.